(1)
Here is C5H10O2 as an isolated structure from OMol25. Energies are from the ωB97M-V functional and the def2-TZVPD basis.

The geometry in XYZ format:
```
17
Properties=species:S:1:pos:R:3:forces:R:3:lowdin_charge:R:1
C -2.052 -0.274 -1.057 -0.019 -0.076 -0.039 -0.097
C -1.101 0.686 -0.404 0.267 0.008 -0.004 -0.117
O -0.284 -0.190 2.632 0.025 0.078 0.096 -0.056
C 0.196 0.436 -0.260 -0.518 -0.013 -0.109 -0.355
C 1.164 -0.680 -0.562 0.017 -0.123 -0.058 -0.063
C 2.189 0.284 0.058 0.304 -0.098 -0.012 -0.129
O 1.142 1.249 0.329 -0.003 0.194 0.017 -0.038
H -2.963 -0.400 -0.460 0.138 0.008 -0.087 0.072
H -2.360 0.077 -2.049 0.017 -0.060 0.142 0.073
H -1.593 -1.262 -1.177 -0.079 0.147 -0.020 0.074
H -1.476 1.644 -0.049 0.054 -0.104 -0.055 0.117
H -0.031 0.725 2.455 0.078 -0.103 0.079 0.034
H -0.730 -0.436 1.815 -0.072 -0.014 0.003 0.011
H 1.003 -1.600 0.006 -0.009 0.143 -0.113 0.119
H 1.295 -0.908 -1.623 0.009 0.008 0.159 0.117
H 2.927 0.697 -0.636 -0.101 -0.049 0.117 0.118
H 2.673 -0.049 0.979 -0.109 0.054 -0.117 0.120
```
Forces are in eV/Å.

Results
LUMO level in Eh: 0.03405
Kohn-Sham gap in eV: 9.586
Energy above the lowest of the compared OMol25 structures with the same formula, charge and spin in kJ/mol: 228.2

=====

(2)
Here is a 2-piece molecular cluster, C4H9N2O overall from OMol25. Energies are from the ωB97M-V functional and the def2-TZVPD basis.

The geometry in XYZ format:
```
16
Properties=species:S:1:pos:R:3:forces:R:3:lowdin_charge:R:1
C -0.796 1.864 -0.521 0.694 1.236 -1.672 -0.026
C -0.064 0.603 -0.484 1.816 -3.401 -0.263 -0.239
C 0.081 -0.477 -1.425 0.951 1.984 3.161 0.037
N 1.031 -1.371 -0.931 0.074 4.465 4.012 0.129
C 1.497 -0.849 0.266 0.009 0.064 0.973 -0.025
N 0.808 0.285 0.629 -0.167 -1.934 -4.868 0.122
H -1.518 1.999 0.246 -0.442 0.070 1.029 0.074
H -1.391 1.797 -1.438 0.165 0.560 0.013 0.101
H -0.078 2.765 -0.558 -1.197 -1.366 0.005 0.136
H -0.186 -0.642 -2.423 -1.037 0.238 -1.027 0.120
H 1.321 -2.219 -1.323 0.607 -1.242 -0.695 0.152
H 2.380 -1.177 0.903 -1.609 -0.131 -1.142 0.181
H 0.726 0.759 1.515 0.721 -0.163 0.094 0.173
H -1.506 -1.657 2.375 1.117 0.253 -1.730 0.106
H -1.310 -0.373 1.598 0.216 -1.056 -0.256 0.047
O -0.995 -1.307 1.571 -1.917 0.424 2.366 -0.087
```
Forces are in eV/Å.

Results
LUMO level in Eh: -0.12983
Kohn-Sham gap in eV: 10.158
Net charge: +1
Energy above the lowest of the compared OMol25 structures with the same formula, charge and spin in kJ/mol: 140.1

=====

(3)
Here is a 9-piece molecular cluster, C26H56NO16S overall from OMol25. Energies are from the ωB97M-V functional and the def2-TZVPD basis.

The geometry in XYZ format:
```
100
Properties=species:S:1:pos:R:3:forces:R:3:lowdin_charge:R:1
N 59.912 61.460 45.811 -4.605 -7.864 2.983 0.338
H 59.711 60.807 45.077 -0.414 0.201 -0.739 0.116
H 59.485 61.040 46.757 1.792 1.368 -2.460 0.199
H 59.641 62.343 45.751 -2.942 4.173 -1.179 -0.006
H 60.775 61.662 45.858 9.384 0.157 1.488 -0.002
S 61.961 62.743 48.386 6.917 4.738 0.187 0.068
O 61.564 63.646 49.450 -1.490 0.507 1.333 -0.380
O 61.797 63.368 47.092 -0.409 1.456 -3.804 -0.445
O 63.419 62.549 48.457 0.691 -1.539 0.980 -0.424
O 61.222 61.569 48.332 -4.223 -6.746 0.710 -0.368
O 56.870 61.654 47.884 1.130 -2.887 6.656 -0.010
C 56.893 61.878 49.156 3.173 -0.426 -5.400 -0.430
O 55.848 61.797 49.885 1.291 -1.884 3.625 -0.016
C 54.587 61.452 49.301 2.237 -3.386 0.889 -0.202
C 53.774 61.210 50.465 -5.021 1.369 1.432 -0.075
C 58.191 62.373 49.740 -4.523 -5.481 9.000 0.079
H 54.755 60.470 48.816 -0.375 0.844 -0.549 0.164
H 54.626 62.388 48.803 -3.358 -2.609 -1.329 -0.032
H 53.481 61.812 51.345 1.089 1.989 -0.935 0.099
H 54.005 60.457 51.107 1.475 -3.304 0.797 0.044
H 52.726 61.029 50.197 0.066 -0.560 -0.631 0.091
H 58.841 61.506 49.844 0.141 -0.225 -0.007 0.102
H 58.244 62.888 50.806 -0.783 -1.085 -2.180 0.162
H 58.622 62.914 49.148 4.303 5.905 -6.344 -0.074
O 54.752 61.931 43.688 1.603 -3.200 -0.880 0.037
C 55.220 60.768 43.554 -1.797 1.331 1.584 -0.458
O 54.476 59.766 43.061 -0.051 -0.533 -0.262 -0.022
C 53.252 60.076 42.402 -0.588 -1.808 -0.515 -0.199
C 52.815 58.856 41.459 5.368 0.148 0.608 -0.052
C 56.532 60.280 44.156 0.541 5.626 -4.251 0.031
H 53.416 61.046 41.968 -0.306 0.183 -0.950 0.107
H 52.398 60.185 43.060 0.203 0.169 0.850 0.109
H 52.032 59.186 40.940 -4.115 0.878 -1.393 -0.005
H 52.728 57.836 41.953 0.037 1.601 -0.576 0.097
H 53.523 58.835 40.539 -0.377 -0.546 1.801 0.098
H 56.882 61.392 44.313 0.674 -2.793 0.541 0.106
H 57.189 59.659 43.529 -0.290 0.838 -0.642 0.096
H 56.474 59.671 44.932 -0.993 -1.984 4.215 0.016
O 58.080 62.674 45.813 -2.895 2.409 0.334 0.009
C 58.093 63.473 46.744 3.552 0.676 -0.085 -0.503
O 57.103 63.949 47.381 -2.892 1.476 1.533 0.016
C 55.755 63.435 47.132 -1.185 9.384 0.351 -0.117
C 54.904 63.804 48.405 1.760 0.950 -1.281 -0.023
C 59.402 64.093 47.368 -1.381 -2.240 -0.801 0.035
H 55.915 62.521 46.970 -0.565 -6.485 -1.876 0.005
H 55.519 63.976 46.234 -1.001 0.226 -0.431 0.130
H 55.421 63.092 49.154 -0.256 4.975 -0.674 0.065
H 53.874 63.377 48.283 0.471 2.112 -0.344 0.117
H 55.026 64.892 48.675 -0.412 -1.183 -0.372 0.125
H 59.263 65.108 47.677 -0.285 0.411 0.458 0.096
H 60.135 64.048 46.588 0.350 0.314 0.055 0.027
H 59.831 63.415 48.203 -0.917 1.686 -1.570 0.064
O 58.548 58.586 46.143 -1.070 0.171 -1.088 0.106
C 59.294 57.971 46.836 1.624 0.204 0.813 -0.497
O 59.900 56.811 46.473 -0.014 -0.569 0.951 -0.008
C 59.645 56.116 45.221 6.723 1.122 2.015 -0.155
C 60.779 55.090 44.950 -0.083 -1.728 2.052 -0.054
C 59.761 58.565 48.181 -2.890 -2.474 1.853 0.029
H 59.763 56.805 44.493 -0.150 2.449 -2.553 0.085
H 58.778 55.696 45.180 -5.440 -2.539 0.166 0.062
H 61.075 54.422 45.840 -1.361 0.625 -0.985 0.099
H 61.782 55.385 44.749 0.518 1.601 -0.533 0.043
H 60.524 54.452 44.103 -0.328 -0.095 0.136 0.068
H 60.580 59.184 48.174 1.995 1.694 -0.669 0.018
H 59.939 57.856 49.019 0.365 -0.392 -1.028 0.092
H 58.931 59.098 48.697 0.236 0.212 -1.164 0.089
O 58.850 61.790 42.758 1.113 -0.464 -0.772 0.100
C 58.858 62.927 42.349 -4.057 -0.445 3.860 -0.537
O 59.601 63.444 41.450 0.780 0.261 -0.974 0.033
C 60.544 62.594 40.830 1.255 1.611 -2.341 -0.196
C 61.040 63.500 39.694 -1.362 -3.429 -1.290 -0.064
C 57.857 63.914 42.957 -2.740 -3.202 -5.287 0.047
H 60.171 61.733 40.295 -0.614 -0.636 0.978 0.127
H 61.462 62.429 41.416 -0.940 -0.478 0.425 0.120
H 61.977 63.021 39.472 0.256 -0.322 -1.695 0.080
H 61.369 64.314 40.128 1.312 4.648 2.174 0.002
H 60.289 63.805 38.911 1.020 -0.927 0.571 0.113
H 58.185 64.621 43.481 4.149 6.020 3.825 0.001
H 57.054 63.720 43.585 -1.043 -2.847 1.546 0.051
H 57.180 64.419 42.263 0.817 0.156 -1.215 0.101
C 61.507 64.053 44.065 9.280 10.009 10.968 0.023
C 62.773 64.760 43.497 1.109 2.896 6.345 -0.325
O 63.327 65.745 44.229 -3.035 -5.033 -4.826 -0.031
C 63.489 64.011 42.444 3.935 3.721 2.463 -0.026
H 61.023 63.585 43.525 -8.829 -7.384 -9.779 -0.097
H 61.084 64.833 44.784 -0.361 -0.877 -1.493 0.133
H 61.775 63.382 44.898 1.009 -0.004 -0.106 0.086
H 63.912 63.127 42.953 -0.011 0.301 -0.911 0.123
H 64.196 64.838 42.046 0.227 -1.785 1.039 0.125
H 62.970 63.971 41.606 -3.018 -1.611 -3.550 -0.018
C 64.133 58.511 44.587 -4.218 -4.052 -2.314 -0.030
C 63.026 58.943 45.402 -5.482 1.945 0.973 -0.431
O 61.834 59.269 44.958 5.283 -1.553 1.390 -0.024
C 63.246 58.981 46.892 3.681 1.350 0.385 -0.021
H 64.561 57.636 45.104 -0.095 0.090 -0.672 0.101
H 64.845 59.175 44.431 3.277 3.342 -0.483 0.034
H 63.564 58.314 43.587 1.675 -0.227 1.311 0.131
H 63.121 60.069 47.185 -0.458 -1.261 0.445 0.101
H 64.350 58.672 47.307 -2.118 0.970 -1.664 0.133
H 62.721 58.214 47.380 -1.720 -0.394 0.759 0.048
```
Forces are in eV/Å.

Results
LUMO level in Eh: 0.08070
Kohn-Sham gap in eV: 5.398
Net charge: -1
Energy above the lowest of the compared OMol25 structures with the same formula, charge and spin in kJ/mol: 382.2

=====

Number 1: maximum force 0.0103 hartree/bohr, calculated total energy -346.93851 a.u.. Number 2: maximum force 0.1167 hartree/bohr, calculated total energy -342.30391 a.u.. Number 3: maximum force 0.3405 hartree/bohr, calculated total energy -2680.44187 a.u..